Entry 1:
This record from OMol25 describes an isolated molecule of C5H5FS2 at a distorted geometry. The level of theory is ωB97M-V with the def2-TZVPD basis set.

Each line ends with the natural charge from an NBO analysis.
Geometry (Å):
F1 -0.794 -0.243 2.265  -0.38
C1 -0.536 0.247 0.940  0.12
C2 -0.391 -1.117 0.112  -0.46
C3 -0.108 -0.732 -1.375  -0.19
C4 0.827 0.280 -1.637  -0.37
S1 1.385 1.584 -0.411  0.34
C5 0.560 1.240 1.111  -0.34
S2 0.891 1.868 2.584  0.11
H1 -1.504 0.886 0.748  0.22
H2 -1.343 -1.565 0.264  0.24
H3 0.528 -1.685 0.320  0.25
H4 -0.466 -1.380 -2.196  0.23
H5 0.952 0.617 -2.725  0.25

Charge ... 0
Max |F| ... 4.13 eV/A
SMILES string ... F[C@@H]1CC=CSC1=S
HOMO level ... -8.851 eV
HOMO-LUMO gap ... 8.267 eV

***

Entry 2:
This record from OMol25 describes an isolated molecule of CH4F2Si at a distorted geometry. The level of theory is ωB97M-V with the def2-TZVPD basis set.

Each line ends with the natural charge from an NBO analysis.
Geometry (Å):
C1 0.919 0.119 0.360  -1.20
Si1 -0.750 -0.089 -0.425  1.97
F1 -1.799 1.183 0.272  -0.66
F2 -1.609 -1.311 0.111  -0.65
H1 1.521 0.930 -0.151  0.26
H2 0.961 0.135 1.432  0.27
H3 1.516 -0.741 0.280  0.25
H4 -0.759 -0.226 -1.878  -0.24

Charge ... 0
Max |F| ... 4.11 eV/A
SMILES string ... C[SiH](F)F
HOMO level ... -12.202 eV
HOMO-LUMO gap ... 13.121 eV

***

Entry 3:
This record from OMol25 describes C11H4BrCl5MnNSbSe4 as an isolated structure at a distorted geometry. The level of theory is ωB97M-V with the def2-TZVPD basis set.

Each line ends with the Löwdin spin population.
Geometry (Å):
Mn1 0.107 -0.316 1.029  2.73
Cl1 -2.866 -0.483 -1.981  0.00
C1 -2.443 -1.313 -0.524  0.00
C2 -1.667 -0.652 0.433  -0.03
C3 -1.423 -1.400 1.589  0.01
Cl2 -0.459 -0.620 2.933  0.04
C4 -1.831 -2.749 1.803  0.01
Cl3 -1.438 -3.587 3.237  0.01
C5 -2.580 -3.337 0.821  0.00
Cl4 -3.118 -4.952 1.004  0.00
C6 -2.907 -2.603 -0.345  0.01
Cl5 -3.865 -3.355 -1.554  0.00
Se1 5.303 1.805 -0.571  0.87
Sb1 3.140 2.721 0.141  0.04
Se2 2.632 4.416 -1.496  0.47
Se3 3.433 4.388 1.902  0.72
Se4 1.476 1.079 0.741  0.07
Br1 0.715 0.178 -2.638  0.00
C7 1.574 -1.363 -1.973  0.00
C8 2.210 -2.160 -2.920  0.00
C9 2.924 -3.259 -2.490  0.00
C10 2.996 -3.509 -1.137  0.00
C11 2.331 -2.656 -0.277  0.00
N1 1.599 -1.611 -0.669  0.03
H1 2.139 -1.890 -3.964  0.00
H2 3.444 -3.889 -3.202  0.00
H3 3.567 -4.337 -0.737  0.00
H4 2.413 -2.787 0.797  0.00

Charge ... 0
Max |F| ... 6.94 eV/A
HOMO level (alpha / beta) ... -8.226 / -7.852 eV
HOMO-LUMO gap (alpha / beta) ... 6.703 / 4.899 eV
2S+1 ... 6
<S²> ... 8.873

***

Entry 4:
This record from OMol25 describes C34H40CoN4 as an isolated structure at a distorted geometry. The level of theory is ωB97M-V with the def2-TZVPD basis set.

Each line ends with the Löwdin spin population.
Geometry (Å):
Co1 0.471 -0.336 0.857  1.94
N1 -0.197 -2.337 1.866  0.31
N2 0.677 -2.953 -0.823  0.06
C1 1.517 1.437 0.369  0.01
C2 2.401 0.353 0.676  0.03
C3 2.077 -0.125 1.990  0.01
C4 2.815 -1.181 2.737  0.01
H1 3.482 -1.726 2.059  0.00
H2 2.114 -1.903 3.174  0.00
H3 3.431 -0.781 3.555  0.00
C5 1.044 0.730 2.523  0.00
C6 0.683 0.820 3.960  0.00
H4 1.572 1.000 4.581  0.00
H5 0.243 -0.100 4.346  0.00
H6 -0.024 1.628 4.159  0.00
C7 0.710 1.690 1.518  0.05
C8 -0.142 2.893 1.716  0.01
H7 -0.976 2.712 2.406  0.00
H8 -0.568 3.228 0.762  0.00
H9 0.444 3.735 2.122  0.01
C9 3.549 -0.136 -0.129  0.00
H10 4.486 -0.151 0.449  0.00
H11 3.705 0.494 -1.009  0.00
H12 3.369 -1.167 -0.459  0.00
C10 1.557 2.302 -0.837  0.00
H13 0.551 2.607 -1.156  0.00
H14 1.979 1.748 -1.678  0.00
H15 2.156 3.210 -0.665  0.00
C11 -0.793 -2.295 3.082  0.24
H16 -0.634 -1.420 3.708  0.02
C12 -1.628 -3.305 3.575  0.15
H17 -2.304 -3.052 4.390  0.01
C13 -1.556 -4.580 3.000  0.23
H18 -2.156 -5.419 3.358  0.02
C14 -0.676 -4.740 1.948  0.25
H19 -0.453 -5.705 1.491  0.02
C15 -0.031 -3.612 1.363  0.07
C16 0.709 -3.858 0.202  0.42
H20 0.922 -4.874 -0.104  0.02
C17 0.440 -1.571 -0.772  0.04
C18 0.778 -3.397 -2.150  0.01
H21 0.989 -4.421 -2.394  0.00
C19 0.449 -2.368 -2.919  0.03
H22 0.321 -2.322 -3.984  0.00
N3 0.334 -1.241 -2.106  0.00
C20 0.331 0.021 -2.791  0.00
C21 1.492 0.317 -3.549  0.00
C22 1.485 1.460 -4.358  0.00
H23 2.393 1.723 -4.908  0.00
C23 0.334 2.243 -4.492  0.00
C24 0.361 3.472 -5.356  0.00
H24 0.325 4.393 -4.756  0.00
H25 -0.494 3.491 -6.046  0.00
H26 1.284 3.489 -5.947  0.00
C25 -0.846 1.832 -3.864  0.00
H27 -1.772 2.395 -4.028  0.00
C26 -0.886 0.661 -3.088  0.00
C27 -2.226 0.051 -2.762  0.00
H28 -2.544 -0.669 -3.539  0.00
H29 -3.004 0.831 -2.729  0.00
H30 -2.258 -0.488 -1.803  0.00
C28 2.709 -0.569 -3.557  0.00
H31 2.519 -1.547 -4.026  0.00
H32 3.120 -0.765 -2.555  0.00
H33 3.512 -0.092 -4.140  0.00
N4 -1.612 0.105 0.642  0.02
C29 -2.506 0.873 1.468  0.00
C30 -2.651 0.512 2.803  0.01
C31 -3.477 1.267 3.638  0.00
C32 -4.205 2.333 3.119  0.00
C33 -4.096 2.658 1.763  0.00
C34 -3.257 1.918 0.913  0.00
H34 -1.772 -0.899 0.727  0.00
H35 -1.597 0.401 -0.335  0.00
H36 -2.148 -0.386 3.152  0.00
H37 -3.566 0.972 4.679  0.00
H38 -4.885 2.880 3.774  0.00
H39 -4.685 3.480 1.360  0.00
H40 -3.213 2.127 -0.165  0.00

Charge ... -1
Max |F| ... 3.27 eV/A
HOMO level (alpha / beta) ... -0.509 / -2.601 eV
HOMO-LUMO gap (alpha / beta) ... 2.982 / 5.072 eV
2S+1 ... 5
<S²> ... 6.101

***

Entry 5:
This record from OMol25 describes C48H55CrN2OP2S2SiTe as an isolated structure. The level of theory is ωB97M-V with the def2-TZVPD basis set.

Each line ends with the Löwdin spin population.
Geometry (Å):
Cr1 -0.075 -0.228 -0.532  2.98
S1 -2.195 -0.057 -1.476  0.01
C1 -1.884 0.600 -3.076  0.01
C2 -2.947 0.756 -3.968  0.00
C3 -2.754 1.281 -5.235  0.00
C4 -1.479 1.661 -5.636  0.00
C5 -0.416 1.514 -4.760  0.00
C6 -0.598 0.993 -3.479  0.01
S2 0.801 0.851 -2.419  0.02
H1 -3.938 0.453 -3.650  0.00
H2 -3.597 1.389 -5.907  0.00
H3 -1.312 2.069 -6.625  0.00
H4 0.583 1.810 -5.061  0.00
Te1 3.565 -3.748 -1.550  0.00
C7 3.372 -5.579 -0.494  0.00
C8 4.484 -6.305 -0.079  0.00
C9 4.298 -7.497 0.605  0.00
N1 3.107 -8.007 0.907  0.00
C10 2.046 -7.311 0.498  0.00
C11 2.124 -6.118 -0.203  0.00
C12 2.033 -2.629 -0.724  0.01
P1 0.419 -2.473 -1.387  -0.01
C13 0.424 -3.034 -3.126  0.00
C14 0.116 -4.356 -3.447  0.00
C15 0.236 -4.814 -4.751  0.00
C16 0.665 -3.957 -5.752  0.00
C17 0.982 -2.643 -5.440  0.00
C18 0.870 -2.184 -4.136  0.00
C19 -0.823 -3.576 -0.618  0.00
C20 -0.629 -4.093 0.659  0.00
C21 -1.638 -4.792 1.307  0.00
C22 -2.866 -4.969 0.690  0.00
C23 -3.084 -4.427 -0.571  0.00
C24 -2.076 -3.729 -1.216  0.00
P2 2.257 -1.208 0.282  -0.01
C25 2.753 -1.769 1.957  0.00
C26 2.653 -3.108 2.319  0.00
C27 3.031 -3.535 3.585  0.00
C28 3.516 -2.624 4.510  0.00
C29 3.640 -1.286 4.153  0.00
C30 3.270 -0.866 2.886  0.00
C31 3.774 -0.255 -0.115  0.00
C32 5.047 -0.778 0.128  0.00
C33 6.181 -0.049 -0.189  0.00
C34 6.061 1.221 -0.741  0.00
C35 4.804 1.756 -0.970  0.00
C36 3.667 1.021 -0.657  0.00
H5 5.489 -5.945 -0.262  0.00
H6 5.161 -8.065 0.940  0.00
H7 1.074 -7.732 0.735  0.00
H8 1.218 -5.617 -0.512  0.00
H9 -0.214 -5.038 -2.675  0.00
H10 -0.004 -5.846 -4.980  0.00
H11 0.757 -4.313 -6.770  0.00
H12 1.319 -1.965 -6.214  0.00
H13 1.125 -1.161 -3.893  0.00
H14 0.317 -3.926 1.156  0.00
H15 -1.462 -5.186 2.301  0.00
H16 -3.658 -5.509 1.193  0.00
H17 -4.049 -4.537 -1.051  0.00
H18 -2.267 -3.286 -2.186  0.00
H19 2.309 -3.826 1.587  0.00
H20 2.954 -4.585 3.840  0.00
H21 3.809 -2.953 5.498  0.00
H22 4.033 -0.568 4.863  0.00
H23 3.403 0.173 2.611  0.00
H24 5.147 -1.763 0.567  0.00
H25 7.161 -0.470 -0.002  0.00
H26 6.948 1.793 -0.985  0.00
H27 4.698 2.747 -1.393  0.00
H28 2.691 1.456 -0.831  0.00
O1 -0.838 -0.207 1.332  0.39
N2 -0.546 1.027 0.977  0.51
C37 -3.745 2.815 0.686  0.00
C38 -3.096 2.331 1.991  0.01
C39 -3.602 0.897 2.210  0.00
C40 -3.623 3.221 3.128  0.00
Si1 -1.171 2.401 1.907  0.06
C41 -0.506 3.909 0.925  0.00
C42 -0.812 3.769 -0.576  0.00
C43 -1.100 5.233 1.426  0.00
C44 1.022 4.000 1.047  0.00
C45 -0.357 2.191 3.642  0.01
C46 -0.360 3.472 4.484  0.00
C47 -1.068 1.079 4.431  0.00
C48 1.094 1.719 3.474  0.00
H29 -4.831 2.700 0.778  0.00
H30 -3.420 2.220 -0.169  0.00
H31 -3.548 3.867 0.482  0.00
H32 -4.698 0.914 2.213  0.00
H33 -3.276 0.468 3.155  0.00
H34 -3.280 0.233 1.409  0.00
H35 -4.718 3.227 3.098  0.00
H36 -3.290 4.257 3.036  0.00
H37 -3.328 2.859 4.114  0.00
H38 -1.875 3.752 -0.799  0.00
H39 -0.366 2.870 -1.000  0.00
H40 -0.378 4.629 -1.100  0.00
H41 -2.178 5.288 1.272  0.00
H42 -0.651 6.063 0.867  0.00
H43 -0.901 5.408 2.486  0.00
H44 1.509 3.064 0.766  0.00
H45 1.345 4.272 2.053  0.00
H46 1.386 4.777 0.366  0.00
H47 -1.363 3.873 4.641  0.00
H48 0.250 4.256 4.033  0.00
H49 0.066 3.258 5.472  0.00
H50 -2.077 1.357 4.732  0.00
H51 -0.499 0.875 5.345  0.00
H52 -1.120 0.151 3.858  0.00
H53 1.748 2.486 3.062  0.00
H54 1.147 0.842 2.831  0.00
H55 1.495 1.433 4.454  0.00

Charge ... -1
Max |F| ... 0.44 eV/A
HOMO level (alpha / beta) ... -4.234 / -4.535 eV
HOMO-LUMO gap (alpha / beta) ... 6.457 / 6.753 eV
2S+1 ... 5
<S²> ... 6.066

***

Entry 6:
This record from OMol25 describes a 2-piece molecular cluster, C4H7O4 overall at a distorted geometry. The level of theory is ωB97M-V with the def2-TZVPD basis set.

Each line ends with the natural charge from an NBO analysis.
Geometry (Å):
O1 2.568 -0.617 -0.597  -0.76
C1 1.483 -0.049 -0.629  0.80
O2 1.153 1.129 -0.529  -0.78
C2 0.464 -1.353 -0.969  -0.56
C3 -0.908 -1.479 -0.304  -0.52
C4 -1.178 -0.430 0.727  0.42
O3 -2.355 -0.243 1.014  -0.58
H1 1.030 -2.262 -0.744  0.20
H2 0.458 -1.463 -2.071  0.19
H3 -1.539 -1.444 -1.143  0.23
H4 -1.119 -2.589 0.181  0.20
H5 -0.453 0.308 1.071  0.16
H6 -1.147 1.905 1.482  0.45
H7 -0.564 2.457 0.286  0.48
O4 -0.831 2.625 1.119  -0.93

Charge ... -1
Max |F| ... 7.35 eV/A
HOMO level ... -4.097 eV
HOMO-LUMO gap ... 8.036 eV